(1)
{"formula": "C9H21ClHoIO2P2", "method": "wB97M-V/def2-TZVPD", "elements": ["C", "C", "H", "H", "H", "O", "I", "Ho", "P", "C", "C", "H", "H", "H", "C", "H", "H", "H", "H", "H", "H", "C", "O", "Cl", "C", "P", "C", "C", "H", "H", "H", "H", "H", "H", "H", "H", "H"], "coordinates": [[-4.0834, 2.0988, -4.5271], [-3.9899, 0.8000, -3.8354], [-4.8918, 2.1687, -5.2892], [-3.1052, 2.2880, -5.0047], [-4.2329, 2.8243, -3.7107], [-4.3205, -0.3184, -3.7360], [-2.8295, 2.8200, 0.5964], [-0.8921, 0.9541, -0.0773], [0.8959, -1.0492, -0.9405], [0.9664, -2.8363, -0.6261], [0.4818, -0.9889, -2.7295], [2.8399, 0.4473, -0.9530], [3.0829, -1.0830, -1.8732], [3.1864, -1.0644, -0.0712], [2.6815, -0.6414, -0.9508], [0.1741, 0.0225, -3.0517], [1.4114, -1.2645, -3.2435], [1.6773, -3.3045, -1.3284], [-0.0315, -3.2816, -0.7557], [-0.3197, -1.6961, -2.9941], [1.3004, -3.0121, 0.4050], [-1.4266, -1.1610, 0.9017], [-1.7595, -2.1606, 1.3777], [1.1140, 2.4515, -0.3063], [2.3757, 0.7223, 2.6754], [0.5862, 0.3626, 2.3660], [0.4488, -0.9101, 3.6809], [-0.1072, 1.7766, 3.3283], [3.0105, -0.1364, 2.4381], [2.4718, 0.9744, 3.7389], [2.6894, 1.5769, 2.0650], [0.7478, -0.4774, 4.6468], [-0.5716, -1.2998, 3.7608], [1.1174, -1.7471, 3.4439], [0.4832, 1.8523, 4.2645], [-0.0182, 2.7034, 2.7491], [-1.1632, 1.5892, 3.5659]], "forces_ev_per_a": [[1.2, 0.7, 1.2], [-4.1, -5.8, -2.4], [0.2, -0.8, 0.6], [-0.2, 0.0, 0.2], [0.0, 0.2, -0.4], [2.6, 5.9, 0.6], [-0.6, 0.0, -0.2], [1.9, 1.4, 0.3], [0.6, -0.5, -0.3], [-0.2, -0.3, 0.0], [-0.1, 0.1, -0.2], [-0.1, -0.4, -0.1], [0.1, 0.1, 0.4], [-0.2, 0.0, -0.3], [0.0, 0.4, 0.0], [0.3, -0.3, 0.0], [-0.4, 0.1, -0.3], [-0.3, 0.1, 0.3], [0.4, 0.0, 0.0], [0.3, 0.1, 0.2], [-0.1, 0.0, -0.3], [-2.0, -4.2, 1.9], [1.4, 3.3, -1.6], [-0.7, -0.5, -0.1], [0.0, 0.2, -0.9], [0.7, 0.7, 2.0], [-0.4, -0.6, -0.3], [0.0, 0.0, -0.1], [-0.1, 0.1, 0.1], [0.0, -0.1, -0.3], [0.0, -0.2, 0.2], [-0.1, -0.1, -0.4], [0.2, 0.0, 0.1], [-0.2, 0.1, 0.1], [-0.4, 0.1, -0.5], [0.0, -0.1, 0.2], [0.3, 0.1, 0.0]], "energy_ev": -78752.4278, "multiplicity": 5, "total_charge": 2, "e_above_lowest_kcal_mol": 30.91, "gap_ev": [4.959, 5.002]}

(2)
{"formula": "C9H21ClN3", "method": "wB97M-V/def2-TZVPD", "elements": ["C", "C", "C", "C", "C", "C", "C", "C", "C", "N", "N", "N", "Cl", "H", "H", "H", "H", "H", "H", "H", "H", "H", "H", "H", "H", "H", "H", "H", "H", "H", "H", "H", "H", "H"], "coordinates": [[-3.2431, 1.3638, 1.9520], [-2.5192, 0.6075, 1.1575], [2.8882, -1.8389, -0.5048], [0.6298, -2.2719, -1.4784], [-0.0931, -0.8511, 2.3105], [-1.6353, 1.0248, -1.4858], [-0.5787, 2.8966, -0.4599], [-1.0021, 0.8863, 0.8180], [1.3851, -1.8613, -0.2281], [0.9207, -0.4686, 0.2024], [-0.2944, -0.4520, 0.9145], [-0.6278, 1.4620, -0.5338], [-3.0115, -0.9593, 0.6187], [-4.3830, 1.1748, 2.1877], [-2.8923, 2.3712, 2.1733], [2.9911, -2.8779, -0.7959], [2.9029, -1.1815, -1.3194], [3.4508, -1.4469, 0.2821], [-0.0130, -3.0096, -1.1847], [1.3655, -2.5979, -2.1289], [0.0979, -1.4346, -1.8414], [0.2517, -1.9352, 2.4525], [0.7317, -0.1467, 2.6231], [-0.9175, -0.6732, 2.8710], [-1.3550, 1.4886, -2.4968], [-1.7143, -0.0329, -1.3293], [-2.6899, 1.4203, -1.2253], [-0.2418, 3.3020, 0.5349], [0.2421, 3.1971, -1.0419], [-1.4581, 3.3934, -0.8166], [-0.5247, 1.5333, 1.6504], [1.1782, -2.4651, 0.5922], [1.8979, -0.2006, 0.6769], [0.6825, 0.2265, -0.6381]], "forces_ev_per_a": [[-2.9, 0.8, -0.1], [2.0, -0.5, -0.1], [-3.0, -0.7, -0.3], [0.9, 1.4, 1.9], [4.3, -0.6, -1.6], [-1.2, 1.9, -1.0], [1.3, 1.1, 1.4], [1.3, 0.0, 0.7], [-0.3, 1.5, -0.9], [2.6, 0.6, -0.7], [-0.4, -0.1, 0.1], [-1.6, -1.0, 2.6], [-0.8, -0.1, 0.1], [2.7, 0.1, -0.4], [0.1, -0.3, 0.3], [1.2, 0.1, 0.0], [1.0, 0.8, -1.6], [1.3, 0.0, 1.4], [-1.9, -2.0, 0.1], [0.9, -0.8, -1.8], [-0.6, 0.7, -0.8], [-0.6, 1.6, -0.4], [-0.5, -0.8, 0.6], [-2.6, 0.5, 1.5], [-0.5, -1.4, 1.2], [0.1, -0.7, -1.2], [1.5, -0.3, -0.3], [-0.8, -0.7, -0.7], [0.9, 0.7, -1.4], [-0.7, 0.2, 0.1], [-1.0, -0.6, -1.4], [-0.5, -1.1, 1.4], [-2.8, 0.7, -0.2], [0.6, -0.7, 1.6]], "energy_ev": -26656.2077, "multiplicity": 1, "total_charge": 1, "smiles": "C=C(Cl)[C@H](N(C)C)N(C)[NH2+]C(C)C", "e_above_lowest_kcal_mol": 0.00, "gap_ev": 10.583}

(3)
{"formula": "C9H21F3O3P2Ti", "method": "wB97M-V/def2-TZVPD", "elements": ["Ti", "H", "H", "P", "P", "C", "H", "H", "H", "C", "H", "H", "H", "C", "H", "H", "H", "C", "H", "H", "H", "C", "H", "H", "H", "C", "H", "H", "H", "C", "O", "H", "F", "C", "F", "F", "C", "O", "O"], "coordinates": [[0.0445, -0.2766, 0.0138], [-0.0324, 1.0615, 1.4467], [0.7604, 1.0497, 1.3880], [-1.9849, 1.2733, 0.0222], [2.2067, -0.9473, -0.9183], [2.2006, -2.7480, -0.9186], [3.1486, -3.1054, -1.3294], [2.0698, -3.1216, 0.1037], [1.3721, -3.1276, -1.5243], [2.4969, -0.3791, -2.5748], [2.5317, 0.7119, -2.5924], [3.4390, -0.7934, -2.9294], [1.6727, -0.6976, -3.2145], [3.5968, -0.4639, 0.1100], [3.4890, -0.8575, 1.1260], [4.5159, -0.8510, -0.3344], [3.6524, 0.6261, 0.1729], [-2.3838, 2.0444, -1.5754], [-3.2953, 2.6526, -1.5284], [-1.5494, 2.6748, -1.9008], [-2.5131, 1.2560, -2.3229], [-3.5244, 0.4185, 0.4562], [-3.4548, 0.0086, 1.4673], [-4.3885, 1.0896, 0.4065], [-3.6906, -0.4168, -0.2276], [-2.0089, 2.6976, 1.1529], [-1.1710, 3.3651, 0.9397], [-2.9345, 3.2744, 1.0650], [-1.9081, 2.3613, 2.1873], [-1.0315, -1.9298, 0.4405], [-1.5238, -2.9208, 0.8320], [-0.4320, -0.2897, -1.5553], [0.1080, -1.2959, 4.9326], [0.0827, -0.8649, 3.6720], [-1.2083, -0.9035, 3.2125], [0.4601, 0.4538, 3.6727], [0.9723, -1.6837, 2.7309], [1.8019, -2.4457, 3.1808], [0.7667, -1.4244, 1.4902]], "forces_ev_per_a": [[-0.2, 1.8, 0.9], [0.8, 0.1, 0.1], [-0.4, 0.1, -0.1], [-0.1, -0.2, -0.1], [-1.3, 0.3, 1.0], [0.4, -0.4, -0.2], [0.0, -0.3, 0.0], [0.1, 0.2, -0.2], [0.1, 0.1, 0.0], [0.7, -0.1, -0.7], [0.1, -0.1, 0.0], [0.1, 0.1, -0.4], [0.1, 0.0, 0.1], [0.8, -0.1, -0.1], [-0.1, -0.1, -0.2], [0.3, 0.1, 0.2], [0.0, -0.1, -0.1], [-0.2, 0.1, -0.3], [0.1, -0.1, 0.0], [-0.1, -0.1, 0.1], [0.1, 0.1, 0.1], [-0.4, -0.1, 0.1], [0.1, 0.1, -0.1], [0.1, 0.0, 0.0], [0.1, 0.1, 0.0], [-0.2, 0.3, 0.2], [0.0, -0.1, 0.0], [0.1, -0.1, 0.0], [0.0, 0.0, -0.1], [-3.1, -3.9, 1.0], [1.4, 2.8, -1.3], [-0.4, -0.3, -1.6], [-0.2, 0.2, -0.5], [-0.7, 0.4, 0.2], [0.6, 0.2, 0.7], [-0.2, -0.8, 0.2], [0.8, -0.3, -0.6], [-0.3, 0.2, 0.1], [1.2, -0.4, 1.5]], "energy_ev": -65660.1151, "multiplicity": 3, "total_charge": 0, "e_above_lowest_kcal_mol": 23.50, "gap_ev": [6.541, 8.662]}

(4)
{"formula": "C9H21FIO2P2Sn", "method": "wB97M-V/def2-TZVPD", "elements": ["C", "C", "H", "H", "H", "O", "I", "Sn", "P", "C", "C", "H", "H", "H", "H", "H", "H", "C", "H", "H", "H", "P", "C", "C", "H", "H", "H", "C", "H", "H", "H", "H", "H", "H", "C", "O", "F"], "coordinates": [[0.0000, -0.0033, -4.5518], [0.0004, 0.0820, -3.0717], [0.0081, 1.0083, -4.9873], [-0.8940, -0.5482, -4.8872], [0.8852, -0.5625, -4.8869], [0.0098, 1.0726, -2.3774], [-0.0222, -2.1944, -2.1049], [-0.0043, -0.4210, -0.0136], [2.5329, -0.0144, 0.6561], [3.1690, 1.3196, 1.7170], [3.0938, -1.5268, 1.5080], [4.1799, -1.6405, 1.3753], [4.5739, -0.2260, -0.6021], [2.5686, -2.3978, 1.0983], [3.1437, -0.5989, -1.6187], [2.7879, 1.2068, 2.7401], [2.8553, -1.4522, 2.5776], [3.5449, 0.0742, -0.8496], [4.2690, 1.2864, 1.7407], [3.5385, 1.1039, -1.2335], [2.8491, 2.2927, 1.3235], [-2.5330, 0.0326, 0.6590], [-3.1428, 1.3799, 1.7183], [-3.5452, 0.1371, -0.8456], [-2.6120, -2.3490, 1.1051], [-4.2087, -1.5616, 1.3832], [-2.8792, -1.3959, 2.5832], [-3.1205, -1.4678, 1.5141], [-3.1566, -0.5436, -1.6145], [-4.5789, -0.1450, -0.5966], [-4.2432, 1.3676, 1.7430], [-2.8048, 2.3462, 1.3230], [-3.5214, 1.1662, -1.2307], [-2.7630, 1.2616, 2.7413], [0.0150, 1.5480, 1.9384], [0.0230, 2.3479, 2.7545], [-0.0182, -1.9845, 1.2723]], "forces_ev_per_a": [[0.0, -0.4, -0.3], [0.0, 3.7, 0.3], [0.0, -0.2, 0.4], [0.2, 0.0, 0.1], [-0.2, 0.0, 0.1], [0.0, -4.1, -0.9], [0.0, 0.9, -0.4], [0.0, -1.3, 2.7], [2.2, -0.6, -0.1], [-1.2, 0.6, 0.1], [-1.0, -0.3, 0.1], [-0.3, 0.2, -0.1], [-0.3, 0.1, 0.0], [0.3, 0.0, 0.2], [0.3, 0.1, 0.1], [0.1, 0.0, -0.2], [0.0, -0.1, -0.3], [-0.6, 0.2, -0.4], [-0.3, -0.3, -0.3], [0.1, -0.3, 0.0], [0.2, -0.1, 0.1], [-2.2, -0.5, -0.1], [1.2, 0.6, 0.1], [0.6, 0.2, -0.4], [-0.2, 0.0, 0.2], [0.3, 0.2, -0.1], [0.0, -0.1, -0.3], [0.9, -0.3, 0.1], [-0.2, 0.1, 0.1], [0.3, 0.1, 0.0], [0.3, -0.3, -0.3], [-0.2, -0.1, 0.1], [-0.1, -0.3, 0.0], [-0.1, 0.0, -0.2], [0.0, 2.7, 2.9], [0.0, -2.3, -2.4], [0.0, 1.5, -1.1]], "energy_ev": -48967.0306, "multiplicity": 1, "total_charge": 3, "gap_ev": 7.851}

What did the second record say?
{"formula": "C9H21ClN3", "method": "wB97M-V/def2-TZVPD", "elements": ["C", "C", "C", "C", "C", "C", "C", "C", "C", "N", "N", "N", "Cl", "H", "H", "H", "H", "H", "H", "H", "H", "H", "H", "H", "H", "H", "H", "H", "H", "H", "H", "H", "H", "H"], "coordinates": [[-3.2431, 1.3638, 1.9520], [-2.5192, 0.6075, 1.1575], [2.8882, -1.8389, -0.5048], [0.6298, -2.2719, -1.4784], [-0.0931, -0.8511, 2.3105], [-1.6353, 1.0248, -1.4858], [-0.5787, 2.8966, -0.4599], [-1.0021, 0.8863, 0.8180], [1.3851, -1.8613, -0.2281], [0.9207, -0.4686, 0.2024], [-0.2944, -0.4520, 0.9145], [-0.6278, 1.4620, -0.5338], [-3.0115, -0.9593, 0.6187], [-4.3830, 1.1748, 2.1877], [-2.8923, 2.3712, 2.1733], [2.9911, -2.8779, -0.7959], [2.9029, -1.1815, -1.3194], [3.4508, -1.4469, 0.2821], [-0.0130, -3.0096, -1.1847], [1.3655, -2.5979, -2.1289], [0.0979, -1.4346, -1.8414], [0.2517, -1.9352, 2.4525], [0.7317, -0.1467, 2.6231], [-0.9175, -0.6732, 2.8710], [-1.3550, 1.4886, -2.4968], [-1.7143, -0.0329, -1.3293], [-2.6899, 1.4203, -1.2253], [-0.2418, 3.3020, 0.5349], [0.2421, 3.1971, -1.0419], [-1.4581, 3.3934, -0.8166], [-0.5247, 1.5333, 1.6504], [1.1782, -2.4651, 0.5922], [1.8979, -0.2006, 0.6769], [0.6825, 0.2265, -0.6381]], "forces_ev_per_a": [[-2.9, 0.8, -0.1], [2.0, -0.5, -0.1], [-3.0, -0.7, -0.3], [0.9, 1.4, 1.9], [4.3, -0.6, -1.6], [-1.2, 1.9, -1.0], [1.3, 1.1, 1.4], [1.3, 0.0, 0.7], [-0.3, 1.5, -0.9], [2.6, 0.6, -0.7], [-0.4, -0.1, 0.1], [-1.6, -1.0, 2.6], [-0.8, -0.1, 0.1], [2.7, 0.1, -0.4], [0.1, -0.3, 0.3], [1.2, 0.1, 0.0], [1.0, 0.8, -1.6], [1.3, 0.0, 1.4], [-1.9, -2.0, 0.1], [0.9, -0.8, -1.8], [-0.6, 0.7, -0.8], [-0.6, 1.6, -0.4], [-0.5, -0.8, 0.6], [-2.6, 0.5, 1.5], [-0.5, -1.4, 1.2], [0.1, -0.7, -1.2], [1.5, -0.3, -0.3], [-0.8, -0.7, -0.7], [0.9, 0.7, -1.4], [-0.7, 0.2, 0.1], [-1.0, -0.6, -1.4], [-0.5, -1.1, 1.4], [-2.8, 0.7, -0.2], [0.6, -0.7, 1.6]], "energy_ev": -26656.2077, "multiplicity": 1, "total_charge": 1, "smiles": "C=C(Cl)[C@H](N(C)C)N(C)[NH2+]C(C)C", "e_above_lowest_kcal_mol": 0.00, "gap_ev": 10.583}